{
  "formula": "C43H95N11O11P",
  "method": "ωB97M-V/def2-TZVPD",
  "symbols": ["C", "C", "P", "C", "C", "C", "C", "C", "C", "N", "O", "C", "C", "C", "C", "N", "O", "C", "C", "C", "C", "H", "H", "H", "H", "H", "H", "H", "H", "H", "H", "H", "H", "H", "H", "H", "H", "H", "H", "H", "H", "H", "H", "H", "H", "H", "H", "H", "H", "H", "H", "H", "H", "C", "O", "N", "C", "C", "H", "H", "H", "H", "H", "H", "H", "C", "O", "N", "C", "C", "H", "H", "H", "H", "H", "H", "H", "C", "O", "N", "C", "C", "H", "H", "H", "H", "H", "H", "H", "C", "O", "N", "C", "C", "H", "H", "H", "H", "H", "H", "H", "C", "O", "N", "C", "C", "H", "H", "H", "H", "H", "H", "H", "C", "O", "N", "C", "C", "H", "H", "H", "H", "H", "H", "H", "C", "O", "N", "C", "C", "H", "H", "H", "H", "H", "H", "H", "C", "O", "N", "C", "C", "H", "H", "H", "H", "H", "H", "H", "C", "O", "N", "C", "C", "H", "H", "H", "H", "H", "H", "H"],
  "positions_angstrom": [[-3.092, 2.266, 0.754], [-1.807, 2.657, 0.017], [-1.569, 1.762, -1.576], [-0.337, 2.844, -2.423], [-0.151, 2.576, -3.916], [-0.818, 0.053, -1.250], [-1.906, -0.942, -1.721], [-3.258, -0.888, -1.009], [-3.369, -1.542, 0.338], [-2.590, -2.750, 0.536], [-4.095, -1.133, 1.203], [-0.447, -0.230, 0.228], [1.014, 0.004, 0.640], [1.559, 1.419, 0.422], [1.139, -0.305, 2.130], [1.873, -0.926, -0.159], [2.408, -1.909, 0.453], [1.452, -1.235, -1.565], [0.919, -2.675, -1.642], [2.716, -1.158, -2.433], [0.450, -0.199, -2.104], [-3.309, 2.998, 1.539], [-3.943, 2.212, 0.073], [-3.000, 1.298, 1.254], [-0.967, 2.599, 0.712], [-1.881, 3.709, -0.282], [-0.736, 3.855, -2.288], [0.637, 2.843, -1.926], [0.409, 1.659, -4.098], [-1.102, 2.487, -4.441], [0.420, 3.407, -4.344], [-1.533, -1.965, -1.661], [-2.091, -0.728, -2.779], [-3.647, 0.127, -0.910], [-3.971, -1.437, -1.641], [-3.245, -3.529, 0.547], [-2.258, -2.697, 1.499], [-1.105, 0.286, 0.932], [-0.615, -1.301, 0.385], [2.569, 1.457, 0.843], [1.660, 1.672, -0.630], [0.962, 2.166, 0.939], [0.713, -1.275, 2.390], [2.177, -0.245, 2.458], [0.564, 0.449, 2.671], [0.400, -2.812, -2.594], [0.258, -2.932, -0.814], [1.757, -3.375, -1.624], [2.468, -1.451, -3.458], [3.467, -1.855, -2.057], [3.115, -0.141, -2.459], [0.986, 0.727, -2.302], [0.136, -0.579, -3.082], [0.263, 1.398, 5.582], [-0.279, 0.509, 4.947], [1.151, 1.204, 6.568], [1.765, 2.304, 7.282], [1.526, -0.155, 6.936], [0.063, 2.466, 5.385], [2.850, 2.275, 7.171], [1.532, 2.248, 8.347], [1.390, 3.248, 6.889], [1.965, -0.661, 6.075], [0.646, -0.716, 7.244], [2.247, -0.125, 7.744], [4.735, -1.146, 8.329], [4.302, -0.005, 8.283], [5.635, -1.648, 7.469], [6.094, -3.021, 7.565], [6.141, -0.781, 6.418], [4.396, -1.870, 9.086], [7.173, -3.059, 7.720], [5.858, -3.573, 6.657], [5.593, -3.488, 8.411], [6.628, 0.093, 6.854], [5.321, -0.428, 5.792], [6.848, -1.338, 5.811], [8.259, -4.259, 4.302], [7.724, -3.338, 4.891], [9.553, -4.273, 3.938], [10.145, -5.392, 3.235], [10.374, -3.119, 4.263], [7.713, -5.171, 4.012], [10.964, -5.824, 3.814], [10.533, -5.078, 2.264], [9.391, -6.159, 3.075], [10.399, -2.958, 5.341], [9.970, -2.219, 3.799], [11.385, -3.290, 3.900], [0.360, -3.570, 8.605], [1.328, -2.837, 8.641], [-0.507, -3.728, 9.625], [-1.654, -4.605, 9.534], [-0.273, -2.980, 10.848], [0.101, -4.169, 7.716], [-2.583, -4.047, 9.666], [-1.607, -5.388, 10.295], [-1.671, -5.076, 8.553], [-0.275, -1.909, 10.648], [0.696, -3.238, 11.275], [-1.058, -3.217, 11.563], [-3.108, 0.641, -5.767], [-2.306, 0.338, -4.903], [-4.294, 0.032, -5.935], [-5.224, 0.417, -6.977], [-4.640, -1.044, -5.019], [-2.928, 1.458, -6.487], [-6.173, 0.747, -6.552], [-5.418, -0.424, -7.646], [-4.810, 1.234, -7.563], [-4.655, -0.686, -3.990], [-3.910, -1.852, -5.072], [-5.623, -1.429, -5.280], [-5.405, -3.795, -1.792], [-4.887, -3.142, -2.680], [-5.999, -4.987, -1.972], [-6.604, -5.720, -0.879], [-6.027, -5.548, -3.313], [-5.432, -3.447, -0.744], [-6.124, -6.693, -0.753], [-7.669, -5.877, -1.061], [-6.491, -5.153, 0.043], [-5.014, -5.688, -3.690], [-6.550, -4.878, -3.996], [-6.539, -6.507, -3.284], [-6.325, 0.937, -10.625], [-6.621, 1.523, -9.602], [-7.086, -0.015, -11.200], [-6.692, -0.686, -12.421], [-8.343, -0.369, -10.563], [-5.392, 1.139, -11.178], [-7.427, -0.519, -13.211], [-6.594, -1.762, -12.258], [-5.731, -0.298, -12.753], [-8.997, 0.501, -10.498], [-8.171, -0.734, -9.551], [-8.830, -1.144, -11.149], [-0.034, 8.683, -0.632], [0.364, 9.463, -1.476], [-0.497, 7.447, -0.892], [-0.952, 6.552, 0.150], [-0.529, 6.994, -2.272], [-0.046, 8.931, 0.444], [-0.355, 5.637, 0.161], [-2.000, 6.281, -0.001], [-0.857, 7.043, 1.117], [0.477, 7.001, -2.692], [-1.160, 7.645, -2.878], [-0.918, 5.980, -2.300], [3.553, 5.501, -2.847], [2.549, 4.870, -2.578], [3.825, 5.998, -4.069], [5.030, 6.750, -4.347], [2.865, 5.765, -5.134], [4.334, 5.724, -2.102], [4.788, 7.759, -4.688], [5.628, 6.256, -5.116], [5.626, 6.826, -3.440], [1.895, 6.192, -4.876], [2.726, 4.696, -5.299], [3.230, 6.229, -6.047]],
  "mulliken_charge": [-1.499, 0.513, -0.185, 1.771, -1.184, 3.651, -1.472, 0.799, -0.212, -0.307, -0.612, -3.312, 2.259, -1.631, -2.243, 0.836, -0.763, 1.773, -1.654, -2.053, -3.004, 0.437, 0.345, 0.274, -0.075, -0.038, -1.010, 0.028, 0.268, 0.212, 0.263, 0.424, 0.033, -0.045, -0.122, 0.347, 0.246, 0.692, 0.649, 0.540, 0.161, 0.066, 0.282, 0.578, 0.356, 0.316, 0.321, 0.412, 0.390, 0.463, 0.359, 0.438, 1.014, 0.115, -0.630, 0.279, -0.869, -0.919, 0.280, 0.295, 0.299, 0.303, 0.276, 0.277, 0.279, 0.221, -0.663, 0.140, -0.806, -0.761, 0.233, 0.304, 0.283, 0.293, 0.293, 0.234, 0.280, 0.134, -0.584, 0.114, -0.904, -0.935, 0.245, 0.335, 0.338, 0.284, 0.277, 0.292, 0.380, 0.116, -0.600, 0.129, -0.908, -0.927, 0.317, 0.340, 0.338, 0.284, 0.267, 0.284, 0.383, 0.057, -0.547, 0.302, -1.031, -0.885, 0.257, 0.346, 0.338, 0.296, 0.169, 0.310, 0.377, 0.232, -0.636, 0.117, -0.957, -0.951, 0.197, 0.341, 0.342, 0.339, 0.286, 0.281, 0.393, 0.129, -0.589, 0.113, -0.915, -0.907, 0.300, 0.334, 0.340, 0.286, 0.299, 0.252, 0.379, 0.112, -0.589, 0.159, -0.776, -0.889, 0.257, 0.263, 0.294, 0.331, 0.251, 0.346, 0.114, 0.087, -0.569, 0.134, -0.930, -0.847, 0.295, 0.340, 0.334, 0.283, 0.214, 0.280, 0.381],
  "s_squared": 0.754,
  "total_energy_ha": -3466.6789,
  "gap_ev": [7.6, 7.6],
  "lumo_energy_ev": [0.6, 0.6],
  "spin_multiplicity": 2,
  "charge": 0,
  "homo_energy_ev": [-6.97, -7.01]
}